{
  "formula": "C24H26Cl2InN6O4S5",
  "method": "ωB97M-V/def2-TZVPD",
  "orbital_gap_ha": 0.301,
  "relative_energy_ev": 1.619,
  "total_charge": 1,
  "e_lumo_ev": -2.899,
  "e_homo_ev": -11.08,
  "elements": ["In", "C", "C", "S", "C", "C", "S", "C", "C", "S", "H", "H", "H", "H", "H", "H", "H", "H", "H", "H", "H", "H", "N", "C", "N", "C", "C", "S", "C", "C", "S", "C", "N", "N", "H", "H", "H", "H", "H", "H", "O", "C", "O", "C", "C", "Cl", "N", "N", "C", "C", "O", "O", "C", "C", "C", "C", "C", "C", "H", "H", "H", "H", "H", "H", "Cl", "C", "H", "H"],
  "coordinates": [[0.411, -0.223, -1.483], [-0.172, 2.748, 3.145], [0.921, 1.696, 3.307], [1.317, 0.665, 1.854], [2.886, 1.343, 1.269], [2.842, 2.564, 0.358], [1.737, 2.448, -1.085], [0.464, 3.700, -0.755], [-0.471, 3.436, 0.429], [0.175, 4.104, 1.996], [-0.322, 3.234, 4.110], [-1.116, 2.291, 2.866], [0.617, 0.987, 4.080], [1.857, 2.156, 3.624], [3.351, 0.505, 0.766], [3.507, 1.570, 2.137], [3.843, 2.752, -0.031], [2.516, 3.440, 0.909], [-0.112, 3.724, -1.681], [0.971, 4.661, -0.666], [-0.616, 2.367, 0.566], [-1.437, 3.907, 0.238], [3.234, -2.038, 0.137], [3.556, -1.213, -0.885], [2.671, -0.605, -1.650], [3.290, 0.082, -2.701], [4.630, 0.109, -2.639], [5.186, -0.830, -1.304], [2.426, 0.534, -3.798], [2.777, 1.130, -4.949], [1.414, 1.227, -5.999], [0.432, 0.462, -4.804], [1.083, 0.181, -3.698], [-0.890, 0.227, -4.987], [2.435, -2.653, -0.032], [4.000, -2.500, 0.600], [5.330, 0.561, -3.327], [3.747, 1.488, -5.262], [-1.272, 0.307, -5.914], [-1.326, -0.468, -4.398], [-2.127, -6.546, 0.535], [-1.629, -5.508, -0.159], [-1.130, -5.670, -1.233], [-1.708, -4.153, 0.441], [-2.574, -3.583, 1.337], [-3.897, -4.328, 2.109], [-2.277, -2.265, 1.450], [-1.247, -1.947, 0.616], [-0.910, -3.079, 0.033], [0.298, -3.068, -0.862], [1.274, -3.716, -0.538], [0.234, -2.257, -1.895], [-2.920, -1.257, 2.251], [-3.122, 0.004, 1.707], [-3.818, 0.960, 2.428], [-4.282, 0.678, 3.707], [-4.029, -0.566, 4.262], [-3.350, -1.539, 3.540], [-2.491, -6.265, 1.383], [-2.751, 0.204, 0.714], [-4.017, 1.928, 1.983], [-4.835, 1.423, 4.266], [-4.362, -0.791, 5.267], [-3.142, -2.494, 3.999], [-2.775, -0.203, -2.154], [-1.418, 0.908, -1.816], [-1.681, 1.571, -1.000], [-1.206, 1.484, -2.715]]
}

=====

{
  "formula": "C5H14",
  "method": "ωB97M-V/def2-TZVPD",
  "orbital_gap_ha": [0.102, 0.438],
  "relative_energy_ev": 0.094,
  "total_charge": -1,
  "e_lumo_ev": [4.258, 4.201],
  "s2": 0.750,
  "e_homo_ev": [1.47, -7.71],
  "spin_multiplicity": 2,
  "elements": ["C", "C", "C", "H", "H", "H", "H", "H", "H", "H", "H", "C", "C", "H", "H", "H", "H", "H", "H"],
  "coordinates": [[-0.880, -1.564, 1.544], [-1.244, -0.112, 1.802], [-1.947, -2.400, 0.795], [0.012, -1.545, 0.921], [-0.641, -2.121, 2.460], [-2.285, 0.052, 2.092], [-1.034, 0.482, 0.898], [-2.946, -2.175, 1.171], [-1.955, -2.133, -0.270], [-0.514, 0.292, 2.520], [-1.665, -3.454, 0.910], [1.564, 2.484, -1.598], [2.164, 1.160, -2.093], [2.375, 3.141, -1.255], [1.141, 3.068, -2.422], [0.856, 2.311, -0.796], [2.914, 1.370, -2.876], [2.681, 0.645, -1.283], [1.404, 0.500, -2.521]]
}

=====

{
  "formula": "CH7OS",
  "method": "ωB97M-V/def2-TZVPD",
  "orbital_gap_ha": 0.420,
  "relative_energy_ev": 1.650,
  "total_charge": 1,
  "e_lumo_ev": -4.556,
  "e_homo_ev": -15.99,
  "elements": ["O", "H", "H", "H", "C", "S", "H", "H", "H", "H"],
  "coordinates": [[2.169, -0.557, 0.203], [0.474, -1.324, -0.247], [2.903, -0.986, 0.669], [2.693, -0.106, -0.477], [-1.379, 0.946, -0.221], [-0.611, -0.649, 0.283], [-2.368, 0.806, -0.640], [-0.754, 1.316, -1.027], [-1.366, 1.618, 0.635], [-1.761, -1.063, 0.821]]
}

=====

{
  "formula": "C5H9NO",
  "method": "ωB97M-V/def2-TZVPD",
  "orbital_gap_ha": 0.311,
  "relative_energy_ev": 2.317,
  "smiles": "Cc1ccc[nH]1.O",
  "e_lumo_ev": 0.783,
  "e_homo_ev": -7.67,
  "elements": ["C", "C", "N", "C", "C", "C", "H", "H", "H", "H", "H", "H", "H", "H", "H", "O"],
  "coordinates": [[1.582, 1.293, -0.321], [0.888, 0.717, -1.346], [0.533, -0.580, -0.978], [0.614, -0.601, 0.394], [1.479, 0.427, 0.776], [0.130, -1.663, 1.307], [2.091, 2.263, -0.563], [0.461, 1.025, -2.356], [0.307, -1.272, -1.629], [1.620, 0.519, 1.817], [-0.255, -2.469, 0.671], [0.710, -2.180, 1.993], [-0.696, -1.294, 1.862], [-3.683, 0.928, -0.815], [-3.660, 1.398, 0.581], [-3.598, 0.514, 0.053]]
}